{"formula": "C13H10I2N2O7OsS", "method": "ωB97M-V with the def2-TZVPD basis set", "elements": ["Os", "O", "C", "C", "C", "C", "C", "C", "C", "O", "N", "O", "O", "H", "H", "H", "H", "N", "C", "C", "C", "C", "C", "C", "S", "O", "O", "O", "H", "H", "H", "H", "H", "H", "I", "I"], "positions_angstrom": [[-0.73, -0.88, -0.82], [-1.46, -2.04, 0.65], [-0.84, -2.67, 1.54], [0.57, -2.72, 1.71], [1.08, -3.51, 2.76], [2.43, -3.57, 2.93], [3.32, -2.89, 2.10], [2.83, -2.12, 1.06], [1.46, -2.03, 0.86], [1.02, -1.26, -0.15], [2.97, -4.40, 4.04], [2.16, -4.96, 4.73], [4.18, -4.44, 4.14], [-1.47, -3.23, 2.24], [0.43, -4.05, 3.43], [4.38, -2.99, 2.28], [3.51, -1.58, 0.40], [0.27, 0.12, -2.41], [-0.19, 1.48, -2.22], [-0.01, 2.03, -0.95], [-0.69, 3.20, -0.63], [-1.50, 3.78, -1.60], [-1.58, 3.29, -2.90], [-0.93, 2.11, -3.21], [-2.62, 5.08, -1.11], [-4.05, 4.31, -1.46], [-2.61, 6.14, -2.04], [-2.53, 5.22, 0.30], [0.08, -0.21, -3.36], [1.28, 0.02, -2.25], [0.64, 1.57, -0.23], [-0.63, 3.64, 0.35], [-2.18, 3.80, -3.64], [-1.02, 1.68, -4.20], [-3.27, -0.40, -1.54], [-4.32, 2.48, -0.82]], "relative_energy_ev": 0.000, "orbital_gap_ev": [7.915, 5.372], "charge": 2, "s_squared": 6.02, "largest_force_ev_per_a": 0.3, "multiplicity": 5, "mol_weight_g_mol": 782.3}

{"formula": "H2NO4P", "method": "ωB97M-V with the def2-TZVPD basis set", "elements": ["N", "O", "O", "O", "O", "P", "H", "H"], "positions_angstrom": [[0.80, -0.44, 0.74], [1.03, 0.49, 1.46], [0.98, -1.79, 1.03], [-0.01, 1.43, -0.93], [-1.55, -0.27, -0.22], [-0.04, -0.20, -0.89], [0.72, 1.98, -1.10], [-1.94, -1.20, -0.09]], "relative_energy_ev": 4.633, "orbital_gap_ev": [8.347, 6.706], "charge": 0, "s_squared": 2.02, "largest_force_ev_per_a": 5.2, "multiplicity": 3, "mol_weight_g_mol": 111.0}

{"formula": "C6H11N3O2", "method": "ωB97M-V with the def2-TZVPD basis set", "elements": ["C", "C", "C", "C", "C", "C", "N", "N", "N", "O", "O", "H", "H", "H", "H", "H", "H", "H", "H", "H", "H", "H"], "positions_angstrom": [[-3.34, -0.25, -1.06], [-3.42, 0.01, 0.30], [-1.32, 0.10, -0.31], [1.17, 1.29, 0.48], [1.91, -1.12, -0.14], [2.13, 0.23, 0.56], [-2.14, 0.16, 0.75], [-2.04, -0.17, -1.40], [3.63, 0.78, 0.15], [1.07, 2.44, 0.51], [-4.45, -0.07, 1.11], [-4.23, -0.76, -1.61], [2.64, -1.92, 0.34], [1.97, -1.08, -1.26], [0.93, -1.49, 0.17], [2.31, -0.14, 1.58], [-1.80, 0.45, 1.62], [-1.67, -0.37, -2.42], [3.54, 1.18, -0.77], [4.09, -0.11, -0.03], [4.29, 1.39, 0.67], [-5.28, -0.54, 0.75]], "relative_energy_ev": 3.832, "orbital_gap_ev": [5.164, 5.225], "charge": 2, "largest_force_ev_per_a": 4.2, "multiplicity": 1, "mol_weight_g_mol": 157.2}

{"formula": "C4H2N4", "method": "ωB97M-V with the def2-TZVPD basis set", "elements": ["C", "C", "C", "C", "H", "H", "N", "N", "N", "N"], "positions_angstrom": [[0.64, 0.27, -1.29], [0.13, -1.31, 0.23], [-0.24, 0.07, 0.65], [-0.70, 0.07, 2.01], [-0.09, 1.87, -2.09], [0.03, -2.21, 1.01], [0.46, 0.80, -2.47], [0.70, -1.14, -0.92], [0.19, 0.96, -0.14], [-1.12, 0.62, 3.00]], "relative_energy_ev": 3.568, "orbital_gap_ev": 8.787, "charge": 0, "smiles": "[H]/N=C1/N=CC(C#N)=N1", "largest_force_ev_per_a": 8.4, "multiplicity": 1, "mol_weight_g_mol": 106.1}

{"formula": "C5H14NS", "method": "ωB97M-V with the def2-TZVPD basis set", "elements": ["C", "C", "C", "H", "H", "H", "H", "H", "H", "C", "C", "S", "N", "H", "H", "H", "H", "H", "H", "H", "H"], "positions_angstrom": [[0.72, -0.79, -2.01], [-0.66, -1.22, -1.62], [-1.76, -0.55, -1.92], [0.98, -1.26, -2.96], [0.80, 0.29, -2.14], [1.47, -1.13, -1.29], [-0.75, -2.17, -1.10], [-2.75, -0.93, -1.69], [-1.70, 0.38, -2.47], [0.03, 0.33, 1.86], [1.21, 1.13, 1.38], [2.73, 0.68, 2.27], [-1.19, 0.64, 1.02], [-0.24, 0.53, 2.89], [0.20, -0.74, 1.76], [1.08, 2.20, 1.60], [1.36, 1.02, 0.30], [2.86, -0.54, 1.72], [-1.99, 0.07, 1.28], [-0.98, 0.43, 0.03], [-1.42, 1.63, 1.09]], "relative_energy_ev": 1.076, "orbital_gap_ev": 9.625, "charge": 1, "largest_force_ev_per_a": 0.6, "multiplicity": 1, "mol_weight_g_mol": 120.2}

{"formula": "C21H20F6N5O4PtS2", "method": "ωB97M-V with the def2-TZVPD basis set", "elements": ["Pt", "C", "C", "C", "C", "C", "C", "C", "N", "N", "C", "C", "C", "C", "C", "C", "N", "C", "C", "C", "C", "C", "C", "N", "H", "H", "H", "H", "H", "H", "H", "H", "H", "H", "H", "H", "H", "H", "H", "H", "H", "H", "H", "H", "F", "C", "F", "F", "S", "O", "O", "N", "S", "O", "O", "C", "F", "F", "F"], "positions_angstrom": [[0.12, -0.24, -0.32], [1.87, 2.48, -0.07], [1.06, 2.43, 1.23], [1.40, 1.23, 2.04], [1.79, 1.35, 3.41], [2.16, 0.25, 4.14], [2.13, -0.99, 3.51], [1.69, -1.07, 2.15], [1.37, 0.04, 1.44], [1.42, 1.53, -1.13], [2.56, 0.85, -1.78], [2.09, -0.33, -2.59], [2.71, -0.74, -3.75], [2.24, -1.88, -4.40], [1.16, -2.57, -3.87], [0.57, -2.11, -2.71], [1.04, -1.01, -2.09], [0.55, 2.19, -2.14], [-0.89, 2.22, -1.73], [-1.76, 3.19, -2.20], [-3.11, 3.09, -1.89], [-3.55, 2.03, -1.11], [-2.63, 1.11, -0.65], [-1.33, 1.21, -0.96], [1.85, 3.50, -0.47], [2.92, 2.26, 0.15], [1.28, 3.33, 1.80], [-0.02, 2.44, 1.03], [1.79, 2.34, 3.86], [2.47, 0.33, 5.17], [2.40, -1.91, 4.01], [1.78, -2.00, 1.60], [3.12, 1.55, -2.41], [3.24, 0.50, -1.00], [3.55, -0.18, -4.14], [2.72, -2.22, -5.31], [0.77, -3.46, -4.35], [-0.28, -2.60, -2.26], [0.92, 3.19, -2.36], [0.62, 1.61, -3.07], [-1.39, 4.00, -2.82], [-3.81, 3.83, -2.25], [-4.60, 1.91, -0.85], [-2.94, 0.28, -0.03], [-2.06, -4.77, -0.73], [-2.27, -4.34, 0.50], [-3.37, -4.84, 0.99], [-1.23, -4.62, 1.27], [-2.44, -2.49, 0.40], [-1.11, -2.07, -0.15], [-3.57, -2.13, -0.37], [-2.56, -2.05, 1.92], [-1.50, -1.15, 2.58], [-0.24, -1.88, 2.88], [-1.25, 0.12, 1.90], [-2.26, -0.77, 4.23], [-3.37, -0.10, 4.04], [-2.47, -1.88, 4.88], [-1.37, -0.02, 4.86]], "relative_energy_ev": 0.000, "orbital_gap_ev": [8.957, 5.456], "charge": 3, "s_squared": 6.03, "largest_force_ev_per_a": 0.4, "multiplicity": 5, "mol_weight_g_mol": 779.6}